Record 1
Computed, not measured: the ion C19H14F3N4O5S with charge -1 at a distorted geometry, with wB97M-V/def2-TZVPD.

Atoms and positions in Å:
1 F 6.28212 1.50628 1.08169
2 C 5.77647 0.41149 1.72951
3 F 6.39664 -0.68624 1.20014
4 F 6.18832 0.50594 3.03411
5 C 4.27916 0.32883 1.59064
6 C 3.66087 -0.90983 1.46486
7 C 2.31179 -0.95915 1.12610
8 C 1.58182 0.21635 0.90171
9 C 0.18792 0.10719 0.29350
10 S -0.86803 1.41506 1.15931
11 C -2.51202 0.70779 1.34143
12 C -3.22284 0.38094 0.20101
13 C -4.46800 -0.22686 0.28997
14 C -5.04464 -0.41727 1.54964
15 C -4.34429 -0.04296 2.70208
16 C -3.06626 0.51432 2.60794
17 O -0.38816 1.54645 2.51434
18 O -0.94626 2.55314 0.27646
19 C 2.17714 1.43807 1.24093
20 C 3.53009 1.50019 1.56464
21 H 4.22904 -1.82617 1.59863
22 H 1.80165 -1.92107 1.03884
23 H -0.32340 -0.78756 0.67141
24 H -2.73567 0.54638 -0.76138
25 H -4.96405 -0.54165 -0.62626
26 H -6.04036 -0.84999 1.63028
27 H -4.78874 -0.18807 3.68595
28 H -2.48913 0.78684 3.48909
29 H 1.63122 2.38024 1.22445
30 H 3.98986 2.45970 1.78647
31 C -3.24274 0.48679 -3.48668
32 O -2.64947 -0.82877 -3.35565
33 C -1.50203 -0.95564 -2.66163
34 N -0.80098 -2.05146 -3.03923
35 C 0.43774 -2.09171 -2.62664
36 N 1.43952 -2.91067 -3.16699
37 O 2.60244 -2.31106 -2.74963
38 N 2.32561 -1.08827 -1.93583
39 O 3.27134 -0.35231 -1.71319
40 C 0.97717 -1.10892 -1.73141
41 C 0.15618 0.03163 -1.18226
42 N -1.20834 -0.08821 -1.71042
43 H -4.11526 0.29594 -4.11050
44 H -3.55435 0.88375 -2.51588
45 H -2.57576 1.18967 -4.00399
46 H 0.61669 0.95086 -1.61752

Forces on atoms 1 to 2 (eV/Å):
-0.251 -0.798 0.576
0.376 -0.065 -0.077

Calculated values
Gap between HOMO and LUMO, eV: 6.94
E_LUMO, eV: 2.7
Net charge: -1
HOMO energy, eV: -4.274

---

Record 2
Computed, not measured: a structure of composition C34H38BrN5OPSSr at a distorted geometry, with wB97M-V/def2-TZVPD.

Atoms and positions in Å:
1 Sr 0.24789 -0.02600 -0.34354
2 Br -0.79670 5.45820 4.98804
3 C -0.23889 4.19515 3.68609
4 C 0.98950 4.36510 3.03719
5 C 1.38871 3.46078 2.08739
6 C 0.58976 2.35096 1.71164
7 O 0.99565 1.53546 0.79600
8 C -0.66101 2.18981 2.39270
9 C -1.59052 1.12255 2.15063
10 N -1.55930 0.27021 1.17774
11 C -2.60201 -0.64907 0.97446
12 C -3.86936 -0.53564 1.50908
13 C -4.88626 -1.45927 1.22143
14 C -4.66606 -2.50179 0.36716
15 C -3.39148 -2.66023 -0.21623
16 C -3.09674 -3.71929 -1.10264
17 C -1.83474 -3.85984 -1.61154
18 C -0.86087 -2.92773 -1.22873
19 N -1.10140 -1.91374 -0.42786
20 C -2.34700 -1.75008 0.09166
21 C -1.03277 3.12548 3.38404
22 H 1.62247 5.20346 3.29623
23 H 2.34298 3.57547 1.58766
24 H -2.39311 1.06330 2.89004
25 H -4.11225 0.29849 2.15292
26 H -5.85957 -1.33258 1.67660
27 H -5.44858 -3.21079 0.13070
28 H -3.88258 -4.41682 -1.36603
29 H -1.57958 -4.66502 -2.28567
30 H 0.15792 -3.01640 -1.59642
31 H -1.97586 2.99774 3.90200
32 N -0.15022 -0.35848 -7.82245
33 C 0.48095 -1.23477 -7.02860
34 S 1.18154 -2.61246 -7.58814
35 C 0.48117 -0.92462 -5.57730
36 C -0.63308 -0.36536 -4.95720
37 C -0.60328 -0.15016 -3.59145
38 N 0.46263 -0.40234 -2.83487
39 C 1.53599 -0.92552 -3.43857
40 C 1.58810 -1.21853 -4.78508
41 H -0.17145 -0.54156 -8.81213
42 H -0.44851 0.54268 -7.48819
43 H -1.52581 -0.13446 -5.52267
44 H -1.47625 0.25147 -3.08567
45 H 2.39637 -1.11003 -2.80358
46 H 2.46446 -1.66718 -5.22985
47 N -1.01603 2.62956 -1.18381
48 C -0.54051 2.91010 -2.48030
49 C -1.41847 3.07353 -3.54840
50 C -0.92723 3.24123 -4.83443
51 C 0.43968 3.23974 -5.07191
52 C 1.31724 3.09119 -4.00563
53 C 0.83408 2.93322 -2.71767
54 H -1.95723 2.95599 -1.01918
55 H -0.39460 2.96433 -0.45908
56 H -2.48807 3.07457 -3.36712
57 H -1.61955 3.38882 -5.65402
58 H 0.82078 3.37888 -6.07517
59 H 2.38573 3.11229 -4.17971
60 H 1.51208 2.83229 -1.87542
61 C 4.69337 -3.68586 -0.09025
62 C 3.25539 -3.25055 -0.36958
63 P 2.82182 -1.52311 0.13978
64 C 3.28976 -1.58187 1.93067
65 C 2.61882 -0.49362 2.77192
66 C 4.20019 -0.55427 -0.64212
67 C 3.81457 0.89794 -0.93834
68 H 4.83798 -4.71917 -0.40639
69 H 4.92871 -3.62890 0.97196
70 H 5.41028 -3.07041 -0.63329
71 H 2.55661 -3.90813 0.15460
72 H 3.03738 -3.34525 -1.43778
73 H 4.37467 -1.50840 2.01839
74 H 2.99033 -2.56623 2.29854
75 H 2.91488 0.50258 2.44245
76 H 2.89234 -0.60072 3.82149
77 H 1.53084 -0.56023 2.69771
78 H 4.46986 -1.06243 -1.57190
79 H 5.07334 -0.58499 0.01080
80 H 2.91735 0.94311 -1.56120
81 H 4.61634 1.41130 -1.46953
82 H 3.60524 1.44211 -0.01785

Forces on atoms 1 to 2 (eV/Å):
0.902 -0.273 -2.567
0.053 -0.095 -0.083

Calculated values
Gap between HOMO and LUMO, eV: 6.95
E_LUMO, eV: -3.2
Net charge: +1
HOMO energy, eV: -10.109

---

Record 3
Computed, not measured: a cluster of 3 separate species, C2H4O3S in total at a distorted geometry, with wB97M-V/def2-TZVPD.

Atoms and positions in Å:
1 C -0.22359 -1.04909 2.27116
2 C -0.93044 -0.56197 1.34627
3 O -0.60530 -0.86571 -1.74259
4 O 0.76702 0.50264 -3.19590
5 O 0.75538 1.29824 -0.28939
6 S -0.38476 0.41015 -2.27576
7 H 0.16701 -1.64551 2.97424
8 H -1.33022 -0.09129 0.56239
9 H 1.54469 0.79329 -0.15326
10 H 0.24020 1.20925 0.50284

Forces on atoms 1 to 2 (eV/Å):
-4.910 3.653 -6.527
4.880 -3.578 6.871

Calculated values
Gap between HOMO and LUMO, eV: 10.72
E_LUMO, eV: -0.3
HOMO energy, eV: -10.996

---

> gap between HOMO and LUMO of number 3 (C2H4O3S)?

10.72 eV

---

> Among the records above, which one has the highest E_LUMO?

C19H14F3N4O5S

---

> The highest gap between HOMO and LUMO belongs to which entry?

C2H4O3S

---

> What is the gap between HOMO and LUMO in the third record?

10.72 eV